# C18H14ClF5N6O

A single C18H14ClF5N6O molecule (ωB97M-V/def2-TZVPD, the Open Molecules 2025 dataset).

Structure (XYZ):
```
45
Properties=species:S:1:pos:R:3:forces:R:3
C 5.824616 1.491394 -1.325608 0.7 0.3 -0.8
C 4.751139 0.518111 -1.752119 -0.9 0.1 1.0
C 4.492345 0.497276 -3.228808 0.0 -0.5 -1.3
C 5.014606 -0.888677 -1.207204 2.4 -2.5 -1.7
O 5.862967 -1.669869 -1.612148 -0.3 1.2 0.2
N 4.092214 -1.303676 -0.282151 -0.6 1.8 -0.1
C 3.108669 -0.353559 -0.269250 -2.3 0.0 1.2
N 1.959238 -0.496232 0.393676 0.8 0.2 -0.8
C 1.099415 0.537679 0.214598 1.6 0.7 -0.7
C -0.230565 0.407288 0.849394 -1.1 0.4 0.3
N -1.226509 1.268505 0.609920 0.5 -1.2 0.9
N -2.280195 0.814701 1.326834 -0.8 -0.3 0.4
C -3.534248 1.533508 1.282961 -0.2 -0.1 -0.6
C -4.166760 1.352484 -0.111351 0.0 1.1 -0.9
C -5.011644 0.097670 -0.339946 1.1 1.3 0.6
F -6.143576 0.289932 0.351109 -0.9 -0.7 0.2
F -4.349236 -0.993278 0.176974 -0.9 0.3 -0.8
C -5.326569 -0.082872 -1.857299 1.0 0.0 -1.2
F -5.693205 1.090645 -2.459667 -0.2 -1.2 1.0
F -6.247609 -1.035849 -2.126697 1.1 1.0 0.3
F -4.122904 -0.385584 -2.454566 -1.3 -0.3 0.5
C -2.057691 -0.373849 1.983529 1.4 0.7 -0.2
C -2.802313 -1.212799 2.797748 -0.7 -0.5 0.9
C -2.231563 -2.343312 3.388098 0.0 1.3 -0.3
Cl -3.143831 -3.358336 4.486345 0.3 0.4 -0.5
C -0.869845 -2.565129 3.182975 1.1 -1.1 0.1
C -0.128908 -1.747590 2.354900 -0.3 0.0 0.3
C -0.713812 -0.627595 1.766666 1.4 -0.2 -1.2
N 1.427923 1.649770 -0.486549 -0.6 -0.2 0.0
N 2.599257 1.763673 -1.163670 -0.5 -0.9 0.9
C 3.437917 0.752953 -1.071522 -1.1 0.3 0.9
H 6.084403 1.323666 -0.291384 0.0 0.4 0.4
H 6.730598 1.291107 -1.919505 -0.2 0.1 0.2
H 5.507760 2.530267 -1.534703 0.1 -0.5 0.3
H 4.056922 1.455182 -3.579586 0.1 -0.6 0.3
H 5.393651 0.286457 -3.801217 0.3 0.2 0.1
H 3.851256 -0.366499 -3.475878 -0.2 0.6 0.0
H 3.908880 -2.257999 -0.083453 0.1 -0.8 0.2
H -3.274385 2.592744 1.469063 -0.5 -0.5 -0.2
H -4.233988 1.180279 2.067203 0.7 0.1 -0.3
H -4.821731 2.227790 -0.302985 0.2 -0.6 0.0
H -3.376645 1.386826 -0.881403 -0.2 0.1 0.4
H -3.797843 -0.931602 3.051634 -0.7 -0.1 0.1
H -0.324421 -3.399978 3.666758 -0.7 0.5 -0.3
H 0.906219 -1.945622 2.198285 0.5 -0.1 -0.1
```
Positions in Å, forces in eV/Å.

The value obtained for the HOMO energy is -8.6 eV. The LUMO energy comes out at -0.0093 hartree. The value obtained for the relative energy (zero: lowest compared OMol25 entry of this formula, charge and spin) is 12.4 kJ/mol.

Mulliken atomic charge list, values in e, 8 entries:
1. C -1.669
2. C 2.052
3. C -1.703
4. C -0.163
5. O -0.628
6. N -0.036
7. C 0.729
8. N -0.505